Entry 1:
ORCA calculation (ωB97M-V with the def2-TZVPD basis set) on a molecular structure, C45H63ClHfN6P2.

Relative energy (zero: lowest compared OMol25 entry of this formula, charge and spin) ... 0.0 kJ/mol
LUMO ... -5.819 eV
Charge ... +2
Gap between HOMO and LUMO ... 6.685 eV
DFT total energy ... -89026.705 eV

```
118
C45H63ClHfN6P2 | the OMol25 dataset | ωB97M-V with the def2-TZVPD basis set
C 1.34102 -3.47059 -0.89761
C 0.41250 -2.44810 4.50717
H 0.39689 -4.97756 3.45072
H 3.78802 3.40483 0.73461
C -1.32901 2.49739 -1.85926
H -2.75608 -1.16572 -3.07474
C 2.52681 -0.03772 -1.51780
H -0.61040 2.86082 3.25661
C -3.72149 0.00598 -0.65967
C -2.62256 -2.24979 -0.18772
H -0.26643 4.69225 1.41716
H 0.20585 -3.79502 -4.16285
H -1.64960 -1.77872 -0.11275
C 3.40314 1.10742 3.00578
H -4.40206 0.25975 -1.47553
N 1.88586 0.09025 -0.25496
C -2.69539 -0.22728 2.42774
H -0.63416 -2.19658 4.30369
C -5.06188 -3.51005 -0.39898
C -4.96688 -2.14207 -0.59271
H -5.85777 -1.57448 -0.83649
N -2.41648 0.63415 -0.93202
H 1.91051 -2.09060 1.54751
H 5.30296 0.94203 -3.20600
C 1.11323 3.55498 4.27143
C 4.34177 0.47477 -3.03430
H -0.25459 0.39964 3.75308
H -2.58034 -1.76680 -4.72266
C 4.72059 -0.63783 2.04216
H -5.10191 1.73975 3.75844
H 0.87448 5.62305 0.45609
C 0.53585 4.61035 0.67739
C -0.72330 -1.16058 -3.83599
C -1.14640 3.56347 -2.72920
C 0.22856 3.60674 -3.00525
H 1.84395 2.26830 -2.30232
Cl -4.64694 -1.09441 4.04398
H -4.00969 -5.32796 0.03845
H -6.02403 -3.99676 -0.48862
H 0.97060 -3.04176 0.03759
H -0.14696 -1.76612 -4.54165
H 1.02598 -4.93688 -3.11574
C 0.40739 -3.16422 -2.06516
C -2.70403 -3.62398 -0.00127
P 1.07812 2.12934 1.76531
H 5.15198 0.29375 3.93163
H -0.64174 -3.98462 2.46504
H -2.41248 -1.27231 2.40027
H -1.41374 0.90450 -3.79833
H 1.87255 -3.48735 -3.63895
C 2.86038 3.63378 0.21047
C 1.70180 3.77217 1.19668
C -2.40256 1.92841 1.72802
H -0.36868 1.42166 5.17941
H 4.13965 -0.22645 -5.05609
C 3.88142 -0.67287 0.94525
H 2.10545 4.24749 2.09367
C -4.23163 1.44661 3.18683
C 0.80990 2.57051 -2.30080
H 4.07490 -1.37288 0.14268
C 1.13691 -2.96382 3.26506
C 0.40827 -4.18489 2.70206
H 2.16638 3.32689 4.43632
H 0.90706 -4.57808 1.81473
H -2.12494 -2.78973 -3.36492
C -3.50505 2.36175 2.43918
H 5.56609 -1.31210 2.09024
H -4.15064 0.45888 0.24263
H 1.20007 0.82708 4.63466
H -1.81062 -4.20050 0.21054
H 1.93805 -1.23374 -4.65417
C 2.45429 -0.74410 -3.83868
C 4.48774 0.25784 3.07873
N -0.11417 1.88065 -1.57301
H 2.99827 4.56846 -0.33439
C 3.69174 -0.17515 -4.07326
C 2.77853 0.18551 0.85922
H 0.91688 -1.56868 4.90554
H 2.58384 -4.13695 4.36017
N 1.27566 -1.84717 2.29828
C -3.93118 -4.25854 -0.10338
H 0.64142 3.63630 5.25146
N -1.98888 0.65136 1.71162
P 0.21447 -1.32495 -2.24941
H 0.73732 4.29360 -3.66139
H 3.23377 1.81137 3.80984
H 1.42441 -4.54938 -0.75988
C 3.77262 0.54871 -1.77509
C -3.74014 -1.48922 -0.48644
H 1.04853 4.53585 3.80211
C 0.90069 -3.87446 -3.32712
H -1.91685 4.19881 -3.13739
H -0.53839 -2.19212 1.47632
Hf -0.19060 0.34835 -0.06068
H -3.78660 3.40509 2.40915
C 1.86247 -0.68242 -2.57555
C -2.12168 -1.76285 -3.73313
C -2.50156 1.78847 -1.51936
C -0.77539 0.25715 -4.39684
C 2.57174 -3.33883 3.61872
H 0.11937 4.18928 -0.23987
C 0.39079 2.47160 3.46257
H 0.39792 -3.21555 5.28110
C -3.80982 0.12625 3.17434
H 3.10308 -2.47621 4.02103
N 0.05336 -1.39096 1.70907
H 3.10891 -3.69635 2.73645
H -1.19529 0.22295 -5.40320
H 2.69265 2.84405 -0.51674
H 0.21127 0.71520 -4.46056
H -3.46838 2.20775 -1.79697
C 2.53241 1.07617 1.91382
H 4.29627 1.07460 -0.99023
H -1.82878 2.63477 1.13553
H -0.42298 -0.92754 2.47317
C 0.23528 1.20591 4.29697
H 2.34474 -3.07998 -1.08128
H -0.59449 -3.53184 -1.82351
```

***

Entry 2:
ORCA calculation (ωB97M-V with the def2-TZVPD basis set) on a molecular structure, C21H54N3NaO12SV.

LUMO (alpha / beta) ... 0.008 / 0.008 eV
2S+1 ... 4
<S²> ... 3.76
Charge ... 0
Gap between HOMO and LUMO (alpha / beta) ... 5.940 / 5.948 eV
DFT total energy ... -92628.152 eV

```
93
C21H54N3NaO12SV | the OMol25 dataset | ωB97M-V with the def2-TZVPD basis set
H -2.02805 -2.77634 -1.21001
H -3.06800 -0.65188 3.66160
H 2.83285 -2.86521 0.24844
C -3.55830 -2.75010 3.67762
H -4.06943 2.25543 -2.62263
C -3.27028 2.78634 -2.09658
H 0.53705 2.60668 5.02594
H -6.22548 -1.38875 4.24910
H 1.76607 -3.19494 -3.10543
H -1.00222 -6.18595 -2.14924
O -1.94660 2.46095 -2.50118
H -0.05678 0.29826 5.50909
H 2.79696 -2.23375 -2.13122
H -5.94469 -3.09673 4.54088
H 2.74204 0.91088 -0.31215
C -1.25141 -2.02249 -1.07454
C -1.38609 -5.95171 -3.15155
C -0.40374 2.08984 -4.31918
H -0.10969 -0.87703 3.38232
O -0.15408 5.42171 1.12163
C -2.73586 -2.00103 2.58646
H -5.79524 -1.81574 5.84284
O -1.21556 0.37738 -0.39796
H -2.81076 -3.05888 4.41933
H -3.44804 3.86054 -2.15147
H -1.07206 -7.49209 -4.20998
H 4.44226 1.64092 0.89221
H 5.98376 0.70479 -2.18891
O -1.03203 1.63155 4.03587
C 2.48736 0.02800 -3.22613
H 0.83462 1.32983 1.61078
C -5.60164 -2.09850 4.80778
C -1.85714 2.28590 -3.90182
H -1.02087 3.54723 4.77342
C 5.83912 1.07468 -1.17488
O 3.10222 -0.81754 0.47128
H -0.75139 -2.14263 -0.10540
H 0.17635 3.01178 -4.30719
H -3.47877 -1.81382 1.80156
O 4.69444 1.87408 -1.13017
C 1.88480 -0.53320 1.17898
Na -2.03348 1.46258 1.88207
H -0.50810 -5.49996 -3.62735
H -2.21126 -0.34029 -1.99822
H 1.84287 1.02308 -4.96061
S -1.19260 4.41815 0.77811
H -3.48313 2.54344 -1.05603
H -0.43965 1.56957 -5.27920
C 2.90014 2.83041 0.07151
O -1.89782 5.21067 -0.23913
C 4.36509 2.43164 0.13631
H 1.80648 -1.01188 2.15447
N -2.22821 -0.67887 3.08102
H -1.81836 0.56102 5.49480
V 0.01742 1.90373 -1.29990
C -1.93469 -0.68172 -0.98916
H 2.38052 1.29200 2.09485
O -0.56296 3.22312 0.14491
C -0.30287 2.83918 4.36936
H 2.25642 2.05613 -3.56627
N 2.03462 1.61902 -0.09949
C 1.79736 0.98116 1.21662
H 5.88691 0.28911 -0.41603
H 2.52612 3.40609 0.91533
C -1.04214 -0.75851 3.94353
H 2.56776 0.15657 -2.14484
N 0.32654 1.15133 -3.41303
O -4.28192 -1.77022 4.42742
H 2.89962 3.42027 -0.84844
C 2.42037 -2.32374 -3.15455
C 3.57660 -2.13167 0.56565
H -2.04968 -5.11648 -2.92673
H 0.12884 3.19626 3.43544
C -0.92417 0.47619 4.87105
H -2.86885 -0.78068 -0.42385
H -4.17228 -3.60140 3.39391
O -1.86052 -7.04699 -3.89128
H 3.53541 -0.00686 -3.53908
H 6.71893 1.71227 -1.00743
C 1.73105 1.15067 -3.88077
H -0.01363 0.24596 -3.72895
H -0.99442 -1.70951 4.49036
H -2.37304 3.07755 -4.45200
H -2.02960 -2.59080 1.99972
H -2.48139 1.39355 -4.04957
O -2.05660 4.02692 1.88374
H -0.41348 -2.13666 -1.76544
H 1.13891 -0.90289 0.46489
H 5.06483 3.25656 0.28388
H 4.51006 -2.22735 0.00924
O 1.72971 -1.15686 -3.49794
H 3.26677 -2.54686 -3.81032
H 3.91983 -2.33249 1.58795
```

***

Entry 3:
ORCA calculation (ωB97M-V with the def2-TZVPD basis set) on a molecular structure, C48H52B3NO24.

Relative energy (zero: lowest compared OMol25 entry of this formula, charge and spin) ... 0.0 kJ/mol
LUMO ... -1.625 eV
Charge ... 0
Gap between HOMO and LUMO ... 7.920 eV
DFT total energy ... -103283.425 eV

```
128
C48H52B3NO24 | the OMol25 dataset | ωB97M-V with the def2-TZVPD basis set
C -3.80376 5.68869 5.77224
H 5.95792 -0.29172 -0.06583
H 4.71528 -1.14154 -0.98202
C -1.23756 3.81459 -0.79855
C -3.76551 -7.69707 6.69790
C -2.63921 -7.56514 5.69521
H 2.63132 1.15812 1.17037
O 1.25597 7.26175 -4.93463
C 2.45807 -0.90047 0.61708
O -0.05766 3.27291 -1.03811
H -3.35532 -5.84373 -1.51764
H 3.99110 0.16070 1.68189
C 5.18602 -0.16992 -0.83162
C -3.62479 5.25123 -0.34731
H 10.63097 -5.94232 -1.10711
H 7.66548 -3.60917 -0.28529
H -5.71656 1.25714 0.70370
O -5.84862 -4.94640 5.52552
C 6.70075 -2.10006 -2.67151
C 0.14912 6.92874 -5.31532
H 1.35696 1.19017 -1.01713
C -0.91770 6.46294 -4.45563
C -4.65330 -2.03062 2.74079
H -5.66567 -6.86189 7.35333
C -3.23361 5.79575 4.56362
H -1.46410 6.72523 -8.41867
H 2.38582 -1.45009 1.55964
H 8.28697 -1.27029 -0.64240
N -1.93603 -3.01337 -2.62120
H -1.93539 -8.99646 6.63087
C -2.54218 5.98806 -0.63527
H 2.92999 -1.57582 -0.09761
H 6.38112 -2.92342 -3.31329
H -2.57004 6.60772 4.30234
B 0.39119 -2.47147 -3.33792
H 6.83987 0.71658 -1.89898
H 0.56682 3.99694 -1.23773
H 8.64414 -2.95129 -3.15137
B 1.23785 -0.61316 -2.35528
H 0.51578 -1.57586 0.02085
H -2.30147 1.99917 -0.45637
C -0.10625 7.01981 -6.80525
C -0.69482 -3.47777 -2.84288
H 5.26950 1.08888 -2.58958
O -3.43143 5.81795 -6.88369
H 11.29374 -4.38451 -0.56329
C -0.35618 -4.80892 -2.62356
H -4.18495 3.06166 2.14496
H -5.68854 2.74328 5.37778
O -3.61117 -0.11005 -0.24691
C -1.30974 -5.68585 -2.14124
H -2.94611 -0.82789 -0.31226
C 10.40582 -5.02791 -0.56270
C -2.31938 3.07907 -0.50957
C 4.16674 0.84325 -0.31440
B 2.68308 -2.31465 -3.13747
H 0.65628 -5.14031 -2.81741
H -2.57139 7.06666 -0.69405
C 0.85476 0.22862 -1.10646
C 5.86051 0.28913 -2.13553
C -5.69011 -1.28258 3.13481
H 3.68423 -2.93415 -2.96511
O -4.82176 5.76346 -0.11195
H -1.84769 -6.53185 4.00929
O -5.17234 4.54045 7.26155
C -5.40047 0.36382 1.21826
C 3.30502 0.35645 0.85236
H 4.72789 1.71408 0.04346
O -7.10790 0.53615 2.84667
O -2.97820 -2.23689 1.08736
O 0.24228 -1.10364 -3.20308
H 9.86844 -1.72656 -1.25669
C -3.76259 -5.72116 4.64700
C -2.83816 -3.86734 -2.16812
O -0.23326 5.88456 -1.14012
H -1.07126 -6.72504 -1.95774
C -2.33444 6.17954 -6.49804
C -4.35873 -0.38065 0.81628
C -2.57302 -5.20460 -1.90248
C -3.92842 -1.63330 1.55130
H -3.83295 -3.47998 -1.98397
C -2.64552 -6.63263 4.73120
H 0.47854 -0.12063 0.98918
H 1.63349 7.64456 -6.83598
C -3.56671 3.74832 -0.26215
O -6.42461 -1.56390 4.20612
H -0.21161 0.44550 -1.20814
H -5.62743 -4.37752 4.76510
C 6.07676 -0.80280 -3.19112
H 10.17088 -5.28436 0.47544
C -4.45148 3.65602 3.90904
H 8.60718 -1.19697 -3.16085
H 3.56472 1.19893 -1.15441
H 6.75843 -0.39465 -3.94487
H 6.33468 -2.33499 -1.66976
H 5.14511 -1.00252 -3.72591
C -1.27602 6.66505 -7.35622
O -3.01462 4.80386 2.44519
C -1.28225 5.32262 -0.87304
C 1.02185 -0.61480 0.17922
H -5.41710 5.00806 0.05771
C -2.08629 6.10978 -5.00782
H -3.82772 5.48461 -4.97315
O 0.92783 7.47502 -7.49212
C 8.71481 -3.35564 -0.47238
C 8.24276 -2.08153 -2.63166
H 9.19678 -3.26035 0.50641
C -5.01606 3.54985 5.12173
O -3.12637 5.66804 -4.31614
O 2.53892 -1.03337 -2.65353
C -6.13793 -0.04615 2.39487
H -7.11054 -0.86843 4.25141
C -4.72606 4.54455 6.12875
H -0.74019 6.41314 -3.39055
O -3.65862 -8.59123 7.51669
O 1.62663 -2.92154 -3.79727
O -4.59954 3.16120 0.02978
H -4.35000 -2.91950 3.27989
O -3.62050 6.55053 6.75708
C 8.82060 -2.03682 -1.21564
C -4.87970 -5.83484 5.66373
H -4.15036 6.21843 7.50954
O -1.67168 -8.44802 5.86463
C -4.87286 -6.77054 6.62469
O -3.87134 -4.85008 3.80059
O -4.67457 2.78386 2.94133
O 9.31707 -4.40902 -1.20467
C -3.50788 4.79045 3.56031
```

***

Entry 4:
ORCA calculation (ωB97M-V with the def2-TZVPD basis set) on a single C16H18N6O molecule.

Relative energy (zero: lowest compared OMol25 entry of this formula, charge and spin) ... 180.8 kJ/mol
LUMO ... -0.084 eV
SMILES ... Cn1ccc(NC(=O)c2nc3cccnc3n2C2CCCC2)n1
Charge ... 0
Gap between HOMO and LUMO ... 8.097 eV
DFT total energy ... -27871.584 eV

```
41
C16H18N6O | the OMol25 dataset | ωB97M-V with the def2-TZVPD basis set
H -2.78372 0.25525 5.57075
H -4.61446 0.87942 4.27622
C 0.90515 -2.51315 3.23324
C -1.00477 -0.97414 0.51296
H -0.54222 1.38776 -6.17804
N -2.19908 -0.37668 0.49030
C -0.38394 -1.54915 -0.69801
H 1.41057 -3.41890 2.86554
C -0.71382 0.11005 -2.51070
N -1.47775 -0.29557 3.96106
O 0.32905 -2.56221 -0.63815
C -3.63632 0.51853 2.33184
C -2.47146 -0.02647 1.78917
N -0.20141 0.39249 -3.68226
N -0.80004 1.52855 -4.09913
C -1.66056 1.15833 -2.13891
H -1.06907 2.98442 -5.54670
C 0.90193 -1.37815 2.16792
H 0.37165 -1.55156 -2.56794
H 2.79697 -0.07309 4.59509
N -0.46552 -0.93100 1.81439
H 1.16621 0.57533 3.11368
H 1.44891 -1.72972 1.30151
C 1.64496 -1.90049 4.41434
H 0.63691 2.46514 -5.36572
C 1.75189 -0.22391 2.70898
H -2.11263 1.30428 -1.19911
C -3.71580 0.59097 3.72997
H -4.41708 0.79701 1.60753
C -0.41619 2.12077 -5.36566
H 2.24740 -2.62725 5.06391
H 2.37428 0.19315 1.92782
N -0.21353 -1.02268 -1.96317
C -1.43492 -0.37433 2.62665
H 0.90490 -1.40506 5.05137
C -2.62093 0.18096 4.50207
H -0.09666 -2.84530 3.50460
C -1.70746 2.03404 -3.18191
H -2.31000 2.93118 -3.27661
C 2.53021 -0.83687 3.84441
H 3.47156 -1.25356 3.43965
```